The ion C9H21N2 with charge +1 in a non-equilibrium geometry. Source: OMol25; level of theory: wB97M-V/def2-TZVPD.

Last column: Löwdin charge in e.
Positions of all 32 atoms, in Å:
C1 -2.028 1.530 -1.358  0.01
N1 -1.341 1.520 0.032  0.10
C2 -0.957 -0.020 0.469  -0.37
C3 -1.710 -0.440 1.757  0.02
N2 -0.710 -0.731 -0.685  -0.07
C4 -1.255 -2.027 -0.943  -0.06
C5 0.487 -0.365 0.219  -0.33
C6 1.160 -1.419 1.110  0.00
C7 1.454 0.620 -0.458  -0.35
C8 2.057 1.618 0.588  -0.05
C9 2.525 -0.261 -1.119  -0.05
H1 -1.610 0.914 -2.201  0.11
H2 -2.957 0.947 -1.053  0.11
H3 -2.304 2.553 -1.628  0.10
H4 -1.961 2.017 0.645  0.15
H5 -0.472 2.046 -0.003  0.11
H6 -2.808 -0.376 1.571  0.10
H7 -1.176 -0.120 2.607  0.07
H8 -1.746 -1.623 1.843  0.13
H9 -2.403 -1.986 -0.584  0.14
H10 -1.153 -2.122 -2.018  0.08
H11 -0.804 -2.840 -0.303  0.10
H12 2.121 -1.957 0.535  0.15
H13 0.433 -2.214 1.417  0.08
H14 1.538 -0.826 1.939  0.08
H15 0.880 1.302 -1.147  0.14
H16 2.929 2.212 0.272  0.10
H17 2.450 1.059 1.388  0.04
H18 1.340 2.288 1.177  0.10
H19 2.960 0.266 -2.030  0.12
H20 1.841 -0.944 -1.599  0.08
H21 3.221 -0.623 -0.439  0.06

The energy above the lowest of the compared OMol25 structures with the same formula, charge and spin is 58.6 kcal/mol. Its net charge is +1. The value obtained for the maximum force is 0.0971 Eh/bohr. As for the SMILES: C[NH2+][C@@]1(C)N(C)[C@@]1(C)C(C)C.



The ion C9H21N2 with charge +1 in a non-equilibrium geometry. Source: OMol25; level of theory: wB97M-V/def2-TZVPD.

Last column: Löwdin charge in e.
Positions of all 32 atoms, in Å:
C1 2.910 -0.813 -1.150  0.07
N1 1.667 -0.772 -0.243  -0.13
C2 2.096 -1.521 1.029  0.04
C3 0.976 0.568 -0.305  -0.15
C4 1.330 1.621 0.781  -0.08
C5 -0.137 1.706 1.175  -0.15
N2 -0.480 0.469 0.469  -0.03
C6 -1.760 0.023 -0.102  -0.55
C7 -2.516 1.048 -0.981  0.00
C8 -1.311 -1.202 -0.948  -0.02
C9 -2.660 -0.275 1.111  0.00
H1 2.643 -1.295 -2.065  0.11
H2 2.998 0.220 -1.356  0.09
H3 3.722 -1.197 -0.673  0.07
H4 0.843 -1.346 -0.479  0.11
H5 1.251 -1.756 1.714  0.12
H6 2.409 -2.530 0.627  0.13
H7 2.876 -1.034 1.427  0.05
H8 0.946 0.961 -1.316  0.15
H9 1.676 2.534 0.341  0.10
H10 2.097 1.308 1.551  0.14
H11 -0.304 1.588 2.213  0.11
H12 -0.613 2.593 0.767  0.12
H13 -2.951 1.691 -0.270  0.08
H14 -1.884 1.569 -1.609  0.07
H15 -3.213 0.492 -1.473  0.06
H16 -0.829 -1.979 -0.306  0.09
H17 -0.534 -0.878 -1.609  0.06
H18 -2.050 -1.790 -1.526  0.11
H19 -2.184 -1.061 1.707  0.10
H20 -2.640 0.608 1.673  0.07
H21 -3.527 -0.564 0.693  0.06

The energy above the lowest of the compared OMol25 structures with the same formula, charge and spin is 54.5 kcal/mol. Its net charge is +1. The value obtained for the maximum force is 0.0895 Eh/bohr. As for the SMILES: C[NH+](C)[C@@H]1CCN1C(C)(C)C.



Table of HOMO energy (eV), in record order: -13.3 -12.3
Table of calculated total energy (a.u.), in record order: -464.67344 -464.67996
Table of LUMO energy (hartree), in record order: -0.1012 -0.0968